# 1
ORCA calculation (the ωB97M-V functional and the def2-TZVPD basis) on a molecular structure, C2Br2N2P at a distorted geometry.

Element x y z (Å)
C  0.1884  1.7186  -1.3188
C  -1.1677  -2.2618  0.8397
N  -0.0257  2.3599  -2.2465
N  -1.8241  -1.5460  1.4008
P  0.2388  0.6732  0.1836
Br  0.2976  -2.2155  0.0398
Br  2.2928  1.2715  1.1014

Computed properties:
Multiplicity: 3
Total energy in a.u.: -5674.59358
Energy relative to the best compared isomer or geometry (same formula, charge and spin) in kcal per mole: 0.0
Charge: +1
Orbital gap (alpha / beta) in eV: 8.086 / 5.258
LUMO level (alpha / beta) in eV: -6.40 / -10.63

---

# 2
ORCA calculation (the ωB97M-V functional and the def2-TZVPD basis) on a molecular structure, CNa8O3 at a distorted geometry.

Element x y z (Å)
Na  -0.5844  18.7663  17.4443
Na  -2.9107  15.8285  16.9462
Na  0.1844  11.5696  18.9683
Na  0.1738  12.5525  16.1711
Na  -0.1362  14.6681  21.8516
Na  -0.6938  15.3606  14.7994
Na  2.1123  15.4620  18.9497
Na  -2.4738  16.7706  20.5261
C  -0.6326  15.0882  18.4103
O  -0.5782  16.2501  18.7605
O  -0.8366  14.7148  17.2766
O  -0.2938  14.1752  19.1502

Computed properties:
Multiplicity: 2
Total energy in a.u.: -1560.31455
Charge: +5
Orbital gap (alpha / beta) in eV: 3.662 / 8.683
LUMO level (alpha / beta) in eV: -16.35 / -16.73

---

# 3
ORCA calculation (the ωB97M-V functional and the def2-TZVPD basis) on a single C7H11NO2S molecule at a distorted geometry.

Element x y z (Å)
C  0.6316  0.7462  -0.2403
C  2.4371  -1.1015  -0.1277
C  -0.3015  -0.2041  -0.0467
C  1.9233  0.2723  -0.4136
C  -2.4832  -1.2234  -0.3950
C  -2.2289  0.6537  1.3957
C  -1.7326  0.0761  -0.0607
N  2.8282  1.2132  -0.8427
O  3.7826  -1.0314  0.1533
O  1.9700  -2.2093  -0.2066
S  0.2232  2.3969  -0.3821
H  0.0825  -1.2083  0.0630
H  -2.7298  -1.5586  0.6286
H  -1.7367  -1.9229  -0.6630
H  -3.3049  -1.2485  -1.0488
H  -3.2447  0.2918  1.4780
H  -2.0466  1.7386  1.2098
H  -1.6501  0.3884  2.3497
H  -1.9512  0.8496  -0.7271
H  3.4611  1.0688  -1.5036
H  3.8546  -0.0875  0.4767
H  2.2160  2.1001  -1.0964

Computed properties:
Multiplicity: 3
Total energy in a.u.: -876.62890
Energy relative to the best compared isomer or geometry (same formula, charge and spin) in kcal per mole: 26.6
Charge: 0
Orbital gap (alpha / beta) in eV: 7.959 / 6.973
LUMO level (alpha / beta) in eV: 0.57 / -2.59